i | Computed, not measured: the molecule C3H4S2, with wB97M-V/def2-TZVPD.

Atoms and positions in Å:
C 1.375 -0.158 -0.089
C -1.246 -0.290 -0.086
C 0.037 0.564 0.085
S 2.624 0.691 -0.499
S -0.878 0.119 1.620
H 1.356 -1.249 -0.211
H -2.300 0.136 -0.296
H -1.164 -1.391 -0.326
H 0.196 1.578 -0.198

Properties
Kohn-Sham gap (alpha / beta), eV: 7.64 / 6.28
LUMO (alpha / beta), eV: 0.8632 / -2.5249
Spin multiplicity: 3
HOMO level (alpha / beta), eV: -6.777 / -8.802

ii | Computed, not measured: a cluster of 2 separate species, C3H4S2 in total, with wB97M-V/def2-TZVPD.

Atoms and positions in Å:
C 1.498 -1.076 0.138
C -1.237 1.623 -0.494
C 0.537 -1.745 0.603
S 0.646 -0.135 1.454
S -0.972 1.010 -1.959
H 2.290 -0.650 -0.553
H -0.514 1.307 0.373
H -2.103 2.333 -0.322
H -0.144 -2.667 0.759

Properties
Kohn-Sham gap (alpha / beta), eV: 7.18 / 6.30
LUMO (alpha / beta), eV: 0.6998 / -1.7864
Spin multiplicity: 3
HOMO level (alpha / beta), eV: -6.484 / -8.087

Least stable of them? ii.

i | Computed, not measured: a cluster of 4 separate species, CH9NO3 in total, with wB97M-V/def2-TZVPD.

Atoms and positions in Å:
C -1.418 -0.375 2.000
N -0.940 0.374 1.039
H -0.641 -0.547 2.705
H -2.411 -0.768 2.293
H -1.460 0.632 0.263
O -1.113 0.808 -2.233
H -1.432 1.724 -2.301
H -0.178 0.783 -2.188
O 1.572 -1.257 0.831
H 2.156 -0.752 1.370
H 0.815 -0.708 0.736
O 1.778 -0.121 -1.868
H 2.194 0.562 -1.354
H 1.078 -0.354 -1.292

Properties
Kohn-Sham gap, eV: 11.35
LUMO, eV: 0.7616
SMILES string: C=N.O.O.O
Spin multiplicity: 1
HOMO level, eV: -10.591

ii | Computed, not measured: a cluster of 4 separate species, CH9NO3 in total, with wB97M-V/def2-TZVPD.

Atoms and positions in Å:
C 0.411 -0.634 2.085
N 1.476 -1.086 1.466
H 0.348 0.440 2.032
H -0.069 -1.164 2.919
H 1.518 -2.101 1.711
O -0.537 2.084 0.027
H -1.017 1.804 -0.784
H 0.076 2.686 -0.376
O 0.685 -0.501 -1.308
H 1.408 -0.488 -1.997
H 1.052 -0.366 -0.406
O -1.922 0.103 -1.901
H -0.978 -0.140 -1.962
H -2.451 -0.638 -1.507

Properties
Kohn-Sham gap, eV: 11.69
LUMO, eV: 0.8062
SMILES string: C=N.O.O.O
Spin multiplicity: 1
HOMO level, eV: -10.884

Least stable of them? i.

i | Computed, not measured: a structure of composition C4H46BO31, with wB97M-V/def2-TZVPD.

Atoms and positions in Å:
O 3.283 1.249 0.519
C 2.118 1.064 0.346
O 1.499 -0.048 0.459
B 0.108 0.242 0.173
O 0.036 1.694 -0.155
C 1.163 2.111 0.100
O 1.375 3.312 0.015
O -0.785 -0.180 1.235
C -1.644 -0.986 0.756
O -2.414 -1.518 1.521
C -1.391 -1.134 -0.634
O -0.337 -0.542 -0.974
O -1.854 -1.960 -1.407
O 5.198 -0.010 -1.538
H 4.818 -0.842 -1.165
H 4.551 0.692 -1.381
O 3.010 4.728 -1.393
H 2.593 4.271 -0.637
H 3.596 4.094 -1.844
O -2.249 2.295 2.240
H -2.954 2.728 2.681
H -2.098 2.883 1.510
O -0.178 -4.580 -2.409
H -1.012 -5.017 -2.375
H -0.346 -3.638 -2.369
O -1.054 -0.903 3.971
H -1.755 -0.721 4.607
H -1.448 -0.598 3.178
O 5.564 0.315 1.767
H 6.000 1.137 1.715
H 4.744 0.497 1.299
O 1.904 -1.679 -2.273
H 1.173 -1.872 -2.842
H 1.613 -1.920 -1.425
O 0.045 4.684 2.407
H 0.872 5.140 2.398
H -0.389 4.873 1.529
O -4.229 -3.155 0.193
H -3.453 -3.413 0.669
H -4.936 -3.692 0.464
O -0.453 -2.150 -3.866
H -0.166 -1.504 -4.490
H -1.185 -1.761 -3.340
O -0.132 -3.421 2.981
H 0.771 -3.458 2.660
H -0.477 -2.553 3.089
O -3.162 -3.179 3.533
H -2.871 -2.579 2.800
H -4.034 -3.554 3.463
O -2.300 2.347 -2.400
H -2.404 2.122 -1.450
H -1.455 2.781 -2.591
O 5.303 3.031 0.447
H 5.736 3.223 1.303
H 4.510 2.617 0.597
O -3.388 1.278 -0.187
H -4.284 1.610 -0.381
H -3.274 1.392 0.711
O 0.351 3.573 -2.674
H 0.980 3.393 -1.971
H -0.079 4.381 -2.399
O -3.493 -3.424 -2.893
H -4.197 -3.979 -2.600
H -3.164 -2.951 -2.109
O 0.196 1.906 3.236
H 0.596 2.743 2.981
H -0.580 1.840 2.698
O -5.412 -0.962 0.797
H -4.805 -0.534 1.362
H -4.992 -1.835 0.556
O 1.841 0.966 -2.933
H 1.752 0.142 -2.496
H 0.938 1.287 -3.078
O -2.491 -0.099 -3.594
H -2.230 0.797 -3.291
H -3.147 -0.463 -3.026
O 4.172 -1.906 -0.179
H 4.127 -2.875 -0.074
H 3.724 -1.609 0.599
O 2.533 -2.207 2.164
H 2.543 -1.413 2.722
H 3.365 -2.610 2.387

Properties
Kohn-Sham gap, eV: 8.57
LUMO, eV: 1.2714
Net charge: -1
Spin multiplicity: 1
HOMO level, eV: -7.300

ii | Computed, not measured: a structure of composition C4H46BO31, with wB97M-V/def2-TZVPD.

Atoms and positions in Å:
O -2.630 -1.780 0.756
C -1.866 -0.903 0.545
O -0.846 -1.226 -0.070
B -0.054 -0.011 -0.170
O -0.903 1.020 0.440
C -1.949 0.473 0.832
O -2.895 0.923 1.457
O 0.235 0.325 -1.569
C 1.466 0.471 -1.674
O 2.007 1.169 -2.501
C 2.108 0.072 -0.457
O 1.278 -0.056 0.517
O 3.301 0.215 -0.185
O 5.147 1.039 1.723
H 5.959 0.573 1.812
H 4.842 0.752 0.845
O 0.757 -0.929 -4.331
H 1.686 -1.157 -4.151
H 0.880 -0.851 -5.286
O 3.350 3.509 -2.587
H 3.232 2.548 -2.465
H 2.425 3.599 -2.800
O -5.525 -1.716 1.469
H -5.927 -0.834 1.265
H -4.748 -1.724 0.962
O -0.507 1.140 -4.051
H 0.003 0.316 -4.210
H 0.034 1.661 -3.444
O -0.979 -4.379 0.684
H -0.667 -3.930 1.452
H -1.576 -3.803 0.228
O 4.735 1.047 -2.295
H 4.154 0.672 -1.661
H 5.348 1.498 -1.741
O -2.851 3.083 3.066
H -2.167 3.517 3.553
H -2.589 2.125 3.138
O -0.773 3.842 0.890
H -1.231 3.994 0.072
H -1.119 3.005 1.221
O -5.315 1.812 2.340
H -5.388 2.584 2.829
H -4.422 1.692 1.949
O -5.536 0.389 -0.484
H -5.503 0.233 -1.422
H -5.021 1.181 -0.337
O 1.919 1.542 2.708
H 1.745 2.117 3.432
H 2.624 0.946 2.889
O -2.809 -3.068 3.209
H -2.728 -2.644 2.315
H -2.554 -2.438 3.901
O -2.146 0.810 4.318
H -2.847 0.120 4.291
H -1.387 0.259 4.079
O -0.044 -2.856 -2.524
H 0.270 -3.635 -2.925
H 0.265 -2.183 -3.102
O -2.628 0.618 -2.308
H -2.587 -0.310 -2.070
H -2.029 0.702 -3.011
O 0.971 -2.734 1.972
H 0.627 -1.869 2.257
H 1.132 -2.600 1.061
O 4.886 -1.941 -0.956
H 4.851 -2.064 -0.040
H 4.769 -2.838 -1.268
O -0.061 -0.507 3.078
H 0.602 0.188 2.865
H 0.168 -0.900 3.911
O 4.494 -2.138 1.845
H 4.648 -2.328 2.771
H 3.643 -1.769 1.769
O 2.165 1.595 -5.077
H 2.210 1.207 -4.241
H 2.957 1.153 -5.476
O -2.793 -2.221 -2.427
H -3.082 -2.916 -1.875
H -1.994 -2.492 -2.837
O 1.743 2.791 0.118
H 0.925 3.099 0.430
H 2.075 2.156 0.776

Properties
Kohn-Sham gap, eV: 8.99
LUMO, eV: 1.3979
Net charge: -1
Spin multiplicity: 1
HOMO level, eV: -7.595

Least stable of them? ii.

i | Computed, not measured: a cluster of 2 separate species, C3HCl3O in total, with wB97M-V/def2-TZVPD.

Atoms and positions in Å:
C -1.820 -1.205 1.046
C -0.023 0.485 -1.012
C 0.838 -0.020 -0.077
O -1.513 -0.512 1.930
Cl 0.356 1.944 -1.688
Cl 2.435 0.763 0.246
Cl 0.781 -1.572 0.574
H -1.056 0.117 -1.021

Properties
Kohn-Sham gap, eV: 9.84
LUMO, eV: 0.3675
Spin multiplicity: 1
HOMO level, eV: -9.470

ii | Computed, not measured: a structure of composition C3HCl3O, with wB97M-V/def2-TZVPD.

Atoms and positions in Å:
C 0.747 -0.293 0.103
C 0.374 0.981 -0.495
C -0.735 -0.537 0.196
O -0.990 0.754 -0.363
Cl 2.145 -1.154 0.449
Cl 1.045 2.304 -1.237
Cl -1.443 -0.732 1.796
H -1.141 -1.322 -0.449

Properties
Kohn-Sham gap, eV: 9.40
LUMO, eV: 0.6074
Spin multiplicity: 1
HOMO level, eV: -8.796

Least stable of them? ii.

i | Computed, not measured: a cluster of 15 separate species, F6H28O14P in total, with wB97M-V/def2-TZVPD.

Atoms and positions in Å:
P 0.429 -0.274 -0.099
F 1.732 0.599 0.196
F 0.140 0.594 -1.419
F 1.177 -1.375 -1.027
F -0.968 -1.086 -0.382
F 0.695 -1.180 1.227
F -0.443 0.704 0.866
O 0.898 3.362 0.256
H 0.748 2.412 0.131
H 0.767 3.514 1.213
O -1.269 0.360 -4.132
H -1.422 1.020 -3.447
H -0.817 0.846 -4.827
O -0.181 2.844 -3.038
H -0.466 2.522 -2.175
H 0.608 2.326 -3.237
O 3.101 -3.057 1.078
H 2.244 -2.768 1.419
H 3.059 -4.018 1.091
O 0.218 -0.108 4.505
H -0.534 -0.509 4.014
H -0.187 0.277 5.287
O -1.848 -1.261 3.064
H -1.525 -1.157 2.156
H -2.532 -1.934 3.007
O 2.199 -4.000 -1.956
H 2.047 -3.057 -2.094
H 3.127 -4.061 -1.710
O -3.017 0.547 -0.167
H -2.166 0.079 -0.281
H -2.771 1.494 -0.094
O -3.747 -1.192 -2.749
H -3.102 -0.518 -2.504
H -3.826 -1.114 -3.704
O -1.730 -3.634 -1.966
H -0.794 -3.608 -1.735
H -2.151 -3.009 -1.364
O 0.382 3.063 2.936
H 0.690 2.191 3.237
H 0.186 3.549 3.743
O -2.380 3.163 0.364
H -2.613 3.999 0.774
H -1.434 3.051 0.559
O 2.460 0.662 2.903
H 1.816 0.119 3.392
H 2.225 0.549 1.966
O 3.621 -0.009 -2.010
H 2.977 -0.699 -1.812
H 4.377 -0.217 -1.452

Properties
Kohn-Sham gap, eV: 10.03
LUMO, eV: 2.4249
Net charge: -1
Spin multiplicity: 1
HOMO level, eV: -7.601

ii | Computed, not measured: a structure of composition F6H28O14P, with wB97M-V/def2-TZVPD.

Atoms and positions in Å:
P 0.127 0.063 0.378
F -1.369 0.123 -0.295
F -0.244 1.346 1.324
F -0.357 -1.132 1.428
F 1.650 -0.022 0.761
F 0.283 -1.107 -0.652
F 0.678 1.014 -0.845
O -2.143 -0.170 1.742
H -2.207 -0.598 2.596
H -1.348 -0.533 1.351
O -2.789 1.591 -1.134
H -2.398 0.814 -1.533
H -2.059 2.204 -1.038
O -1.438 0.030 -2.203
H -1.115 -0.283 -1.358
H -1.948 -0.702 -2.551
O 3.056 0.362 -0.740
H 3.139 0.512 -1.682
H 2.413 -0.343 -0.665
O -1.814 2.175 1.248
H -1.080 2.267 0.640
H -2.148 1.292 1.089
O 1.942 2.839 -1.812
H 1.929 1.921 -1.543
H 2.299 2.824 -2.700
O 1.839 -2.115 1.510
H 1.493 -1.460 0.903
H 2.098 -1.613 2.283
O -1.379 -2.125 -0.847
H -0.941 -2.359 -1.665
H -0.685 -1.758 -0.299
O -0.891 -2.843 1.586
H -0.184 -3.488 1.558
H -0.535 -2.077 1.136
O -0.928 -1.312 3.307
H -0.529 -1.869 2.638
H -1.827 -1.631 3.379
O -0.763 2.536 -0.715
H -0.299 3.295 -1.068
H -0.120 1.828 -0.740
O 1.797 0.825 2.465
H 1.311 0.381 1.769
H 1.468 1.724 2.452
O 2.167 -1.602 -0.829
H 2.460 -2.498 -0.658
H 1.737 -1.649 -1.683
O 0.232 1.283 -2.788
H -0.587 1.545 -3.207
H 0.006 0.496 -2.291

Properties
Kohn-Sham gap, eV: 6.23
LUMO, eV: 1.9975
Net charge: -1
Spin multiplicity: 1
HOMO level, eV: -4.230

Least stable of them? ii.

i | Computed, not measured: the ion C9H15N2 with charge +1, with wB97M-V/def2-TZVPD.

Atoms and positions in Å:
C -4.311 0.018 0.906
C -3.090 -0.110 0.465
C -2.622 -1.460 0.021
C -1.355 -1.272 -0.374
N -0.967 0.029 -0.275
C 0.303 0.614 -0.600
C 0.485 2.109 -0.557
C 1.469 -0.278 -0.856
C 2.177 -0.737 0.421
C 3.636 -0.410 0.329
N -1.998 0.730 0.324
H -4.630 0.921 1.350
H -4.926 -0.827 0.841
H -3.068 -2.477 -0.118
H -0.882 -2.062 -0.924
H 0.992 2.543 -1.449
H -0.441 2.574 -0.315
H 1.241 2.281 0.314
H 2.246 0.381 -1.340
H 1.450 -1.069 -1.494
H 1.815 -0.322 1.344
H 2.196 -1.794 0.381
H 3.974 -0.792 -0.535
H 3.978 0.683 0.346
H 4.186 -0.982 1.108
H -1.857 1.711 0.686

Properties
Kohn-Sham gap (alpha / beta), eV: 7.09 / 7.09
LUMO (alpha / beta), eV: -4.8034 / -4.8017
SMILES string: C=c1cc/[n+](=C(/C)CCC)[nH]1
Net charge: +1
Spin multiplicity: 1
HOMO level (alpha / beta), eV: -11.889 / -11.890

ii | Computed, not measured: the ion C9H15N2 with charge +1, with wB97M-V/def2-TZVPD.

Atoms and positions in Å:
C 1.412 1.605 0.660
N 0.187 0.895 0.231
C -0.838 1.068 1.264
C -0.390 1.558 -0.968
C 0.377 -0.584 -0.085
C 1.565 -1.183 0.049
C 1.756 -2.515 -0.312
C 0.636 -3.316 -0.659
C -0.606 -2.707 -0.563
C -0.828 -1.367 -0.423
N -2.196 -0.916 -0.379
H 1.281 2.655 0.914
H 1.967 1.030 1.505
H 2.185 1.470 -0.141
H -1.157 2.100 1.421
H -1.811 0.425 1.042
H -0.442 0.884 2.308
H -0.644 2.514 -0.713
H 0.324 1.848 -1.647
H -1.278 0.953 -1.419
H 2.481 -0.680 0.327
H 2.761 -2.828 -0.461
H 0.517 -4.384 -0.750
H -1.495 -3.221 -0.900
H -2.649 -1.804 -0.634
H -2.628 -0.157 -0.926

Properties
Kohn-Sham gap, eV: 9.76
LUMO, eV: -2.5849
SMILES string: C[N+](C)(C)c1ccccc1N
Net charge: +1
Spin multiplicity: 1
HOMO level, eV: -12.347

Least stable of them? i.

i | Computed, not measured: a cluster of 2 separate species, C9H14S in total, with wB97M-V/def2-TZVPD.

Atoms and positions in Å:
C 1.377 1.449 -1.379
C -0.841 0.357 -1.207
C 0.531 0.218 -1.278
C -1.699 -0.797 -1.242
C -1.087 -2.072 -1.288
C 1.133 -1.055 -1.256
C 0.278 -2.220 -1.284
H -1.249 1.360 -1.280
H -2.786 -0.711 -1.282
H 2.008 1.452 -2.282
H 2.123 1.520 -0.579
H -1.716 -2.954 -1.321
H 2.208 -1.155 -1.358
H 0.696 -3.222 -1.279
H 0.792 2.364 -1.430
C -1.360 -0.090 2.270
C 0.953 1.333 2.152
S -0.705 1.483 2.878
H -0.810 -0.868 2.803
H -2.423 -0.151 2.497
H -1.243 -0.111 1.188
H 1.711 1.591 2.884
H 1.030 1.963 1.275
H 1.080 0.316 1.797

Properties
Kohn-Sham gap (alpha / beta), eV: 2.62 / 6.73
LUMO (alpha / beta), eV: 3.2225 / 3.1791
Net charge: -1
Spin multiplicity: 2
HOMO level (alpha / beta), eV: 0.603 / -3.551

ii | Computed, not measured: a cluster of 2 separate species, C9H14S in total, with wB97M-V/def2-TZVPD.

Atoms and positions in Å:
C 2.861 -0.135 1.633
C 1.097 -1.650 0.860
C 1.414 -0.517 1.606
C -0.240 -2.114 0.680
C -1.354 -1.338 1.148
C 0.318 0.343 2.011
C -0.929 -0.189 1.864
H 1.812 -2.435 0.465
H -0.387 -3.127 0.302
H 3.411 -1.107 1.434
H 3.160 0.283 2.610
H -2.382 -1.685 0.950
H 0.339 1.043 2.813
H -1.769 0.296 2.364
H 3.006 0.727 0.968
C -0.951 2.012 -2.275
C -1.830 0.993 -3.049
S 0.628 1.312 -1.344
H -0.961 2.954 -2.750
H -1.435 2.210 -1.281
H -2.133 1.275 -4.100
H 0.150 -0.010 -1.269
H -2.674 0.717 -2.486
H -1.151 0.139 -3.152

Properties
Kohn-Sham gap (alpha / beta), eV: 2.79 / 6.90
LUMO (alpha / beta), eV: 3.4522 / 3.3578
Net charge: -1
Spin multiplicity: 2
HOMO level (alpha / beta), eV: 0.661 / -3.544

Least stable of them? ii.

i | Computed, not measured: the ion CHN5O with charge -2, with wB97M-V/def2-TZVPD.

Atoms and positions in Å:
C 1.117 0.508 -0.056
N 1.579 -0.707 0.035
N 2.223 1.367 -0.077
N 2.915 -0.689 0.083
N 3.294 0.549 0.029
N -0.286 0.670 -0.303
O -1.093 1.668 0.206
H -0.711 -0.312 -0.243

Properties
Kohn-Sham gap, eV: 5.66
LUMO, eV: 8.3033
Net charge: -2
Spin multiplicity: 1
HOMO level, eV: 2.648

ii | Computed, not measured: the ion CHN5O with charge -2, with wB97M-V/def2-TZVPD.

Atoms and positions in Å:
C -0.065 -0.008 0.017
N 2.083 -0.060 -0.091
N 1.023 0.751 0.163
N 0.351 -1.366 -0.349
N 1.668 -1.258 -0.385
N -1.301 0.425 0.397
O -2.495 0.064 -0.238
H -1.263 1.452 0.486

Properties
Kohn-Sham gap, eV: 5.81
LUMO, eV: 8.2963
Net charge: -2
Spin multiplicity: 1
HOMO level, eV: 2.484

Least stable of them? i.